Entry from the OMol25 dataset: a molecular structure, C30H45BrFIN2O13P2S (the ωB97M-V functional and the def2-TZVPD basis).

Results
- LUMO energy (eV) = -0.02
- molar mass (g/mol) = 961.512
- orbital gap (eV) = 8.08
- F_max (eV Å⁻¹) = 1.8
- electronic energy (eV) = -171711.342

```
! wB97M-V def2-TZVPD RIJCOSX def2/J DEFGRID3
* xyz 0 1
C -3.327 5.057 3.847
C -4.351 3.958 3.932
O -4.018 2.898 3.018
C -4.061 1.639 3.548
C -5.270 1.021 3.826
O -6.451 1.654 3.597
C -5.296 -0.277 4.330
C -4.116 -0.972 4.564
C -2.906 -0.357 4.293
C -2.875 0.945 3.788
N -1.657 1.607 3.521
F -1.147 2.144 4.740
C -0.656 0.821 2.910
C 0.092 1.387 1.903
P -0.247 3.126 1.455
P -1.176 2.776 -0.470
O -1.624 1.369 -0.509
O -0.185 3.039 -1.707
O -2.413 3.770 -0.614
C 1.083 0.654 1.223
N 1.796 1.323 0.205
C 1.305 -0.666 1.596
Br 2.589 -1.722 0.691
C 0.556 -1.248 2.630
I 0.847 -3.246 3.215
C -0.418 -0.503 3.279
S -1.384 -1.192 4.588
H -3.003 5.221 2.823
H -2.444 4.848 4.444
H -3.740 5.998 4.199
H -5.323 4.368 3.649
H -4.423 3.586 4.951
H -6.260 2.513 3.210
H -6.254 -0.732 4.519
H -4.142 -1.975 4.955
H 0.995 3.716 1.176
H -0.619 2.638 -2.476
H -2.816 3.937 0.249
H 2.676 0.845 0.055
H 1.250 1.357 -0.648
O 1.708 -8.593 -2.703
C 1.834 -7.403 -2.579
O 1.641 -6.855 -1.369
C 1.942 -5.482 -1.084
C 0.790 -4.564 -1.431
C 2.141 -6.508 -3.757
H 2.870 -5.184 -1.570
H 2.124 -5.451 -0.010
H 0.565 -4.580 -2.499
H 1.027 -3.540 -1.147
H -0.115 -4.873 -0.906
H 1.211 -6.260 -4.268
H 2.780 -7.062 -4.442
H 2.664 -5.595 -3.492
O 4.867 1.855 -2.379
C 4.990 3.035 -2.217
O 4.836 3.546 -0.981
C 5.138 4.901 -0.646
C 3.973 5.826 -0.933
C 5.225 3.968 -3.385
H 6.056 5.226 -1.138
H 5.343 4.887 0.423
H 3.731 5.850 -1.995
H 4.205 6.842 -0.611
H 3.084 5.485 -0.403
H 4.264 4.209 -3.837
H 5.836 3.445 -4.115
H 5.741 4.889 -3.125
O 4.840 -4.883 -3.073
C 5.472 -5.884 -2.865
O 5.068 -6.689 -1.868
C 5.597 -8.002 -1.645
C 6.855 -7.967 -0.803
C 6.716 -6.223 -3.649
H 5.744 -8.521 -2.592
H 4.808 -8.533 -1.117
H 7.659 -7.425 -1.300
H 7.200 -8.980 -0.597
H 6.659 -7.465 0.145
H 7.562 -5.709 -3.196
H 6.586 -5.858 -4.664
H 6.931 -7.288 -3.704
O -7.291 6.479 -0.495
C -7.359 5.288 -0.607
O -6.526 4.519 0.123
C -6.650 3.098 0.211
C -5.934 2.380 -0.906
C -8.299 4.632 -1.593
H -7.699 2.809 0.286
H -6.177 2.827 1.153
H -6.338 2.619 -1.891
H -5.984 1.299 -0.777
H -4.882 2.669 -0.925
H -7.815 4.608 -2.569
H -9.196 5.241 -1.661
H -8.602 3.624 -1.320
*
```

=====

Entry from the OMol25 dataset: 3 unconnected molecules or ions with the total composition C23H36Cl4F3N4O6 (the ωB97M-V functional and the def2-TZVPD basis).

Results
- LUMO energy (eV) = -4.23
- molar mass (g/mol) = 663.369
- orbital gap (eV) = 7.19
- F_max (eV Å⁻¹) = 5.7
- electronic energy (eV) = -100902.597

```
! wB97M-V def2-TZVPD RIJCOSX def2/J DEFGRID3
* xyz 1 1
O -3.975 7.401 1.496
C -3.263 6.781 0.659
O -3.861 5.708 -0.060
C -3.124 4.469 0.091
C -4.049 3.309 -0.571
C -3.215 1.926 -0.807
C -3.409 0.933 0.460
N -2.760 -0.400 0.283
C -1.275 -0.314 0.386
N -0.750 0.191 1.495
C 0.720 0.280 1.721
O 1.196 1.653 1.839
C 1.548 1.911 3.238
O 1.537 3.338 3.427
C 2.831 3.838 3.846
C 3.992 3.648 2.745
O 5.233 4.300 3.139
N -0.493 -0.847 -0.732
O -1.270 -1.585 -1.575
C 0.186 0.225 -1.532
C 1.541 -0.463 -2.134
C 1.907 0.323 -3.468
F 1.242 -0.023 -4.687
C 2.871 1.388 -3.358
F 4.208 1.073 -3.038
F 2.478 2.735 -3.525
C -3.143 -1.380 1.333
C -2.938 -2.913 1.008
C -3.335 -3.809 2.227
C -3.894 -3.306 3.571
N -4.067 -1.918 3.804
C -3.685 -1.064 2.741
H -2.191 7.140 0.495
H -2.956 4.163 1.190
H -2.129 4.441 -0.477
H -4.980 3.095 0.084
H -4.468 3.645 -1.591
H -2.098 2.116 -0.971
H -3.706 1.449 -1.741
H -3.146 1.472 1.441
H -4.548 0.738 0.515
H -1.394 0.516 2.244
H 1.358 -0.211 0.916
H 0.955 -0.286 2.703
H 2.524 1.403 3.544
H 0.669 1.502 3.872
H 2.712 4.973 3.991
H 3.217 3.395 4.831
H 4.218 2.532 2.562
H 3.686 4.114 1.732
H 5.897 3.596 3.339
H -1.823 -1.003 -2.150
H -0.456 0.693 -2.353
H 0.572 1.091 -0.871
H 2.380 -0.461 -1.345
H 1.283 -1.573 -2.301
H -2.517 -3.303 0.028
H -3.193 -4.943 2.107
H -4.153 -4.046 4.404
H -3.802 0.063 2.969
Cl 2.920 -3.302 -1.297
C 2.305 -4.863 -0.698
C 1.034 -4.702 0.111
Cl 1.324 -3.884 1.668
H 3.097 -5.337 -0.115
H 2.110 -5.483 -1.575
H 0.616 -5.684 0.343
H 0.280 -4.132 -0.435
Cl 2.555 -6.200 -4.005
C 3.557 -5.206 -5.093
C 3.029 -3.791 -5.223
Cl 1.485 -3.729 -6.109
H 3.606 -5.708 -6.061
H 4.563 -5.188 -4.668
H 3.740 -3.181 -5.784
H 2.878 -3.328 -4.247
*
```

=====

Entry from the OMol25 dataset: a molecular structure, C23H31BeCl18F2N9O7S2 (the ωB97M-V functional and the def2-TZVPD basis).

Results
- LUMO energy (eV) = -2.07
- molar mass (g/mol) = 1294.853
- orbital gap (eV) = 7.62
- F_max (eV Å⁻¹) = 13.1
- electronic energy (eV) = -305001.686

```
! wB97M-V def2-TZVPD RIJCOSX def2/J DEFGRID3
* xyz 0 1
Be 8.893 -18.607 5.351
N 9.656 -18.975 3.128
S 10.392 -19.928 2.236
O 11.727 -19.619 1.752
O 9.631 -20.926 1.421
F 10.899 -20.862 3.478
S 9.208 -18.029 1.759
O 8.072 -18.389 0.908
O 10.262 -17.223 1.131
F 8.493 -16.911 2.669
O 6.663 -18.807 9.058
C 7.351 -18.781 7.919
O 6.968 -19.409 6.975
O 8.332 -18.053 7.799
H 7.166 -18.168 9.568
C 11.106 -19.615 10.353
C 11.856 -20.890 10.039
N 12.466 -21.852 9.829
H 11.860 -18.889 10.658
H 10.338 -19.711 11.121
H 10.738 -19.210 9.410
C 5.078 -16.701 2.367
C 5.843 -17.404 3.460
N 6.487 -17.900 4.284
H 5.441 -15.682 2.233
H 4.001 -16.707 2.535
H 5.269 -17.284 1.466
C 13.302 -17.659 4.460
C 12.011 -17.358 5.149
N 10.981 -17.185 5.636
H 14.109 -17.265 5.078
H 13.272 -17.214 3.465
H 13.474 -18.732 4.367
C 6.048 -21.704 10.330
C 7.451 -21.973 9.984
N 8.571 -22.100 9.713
H 5.556 -22.476 10.921
H 5.434 -21.566 9.440
H 6.025 -20.878 11.041
C 8.055 -13.653 4.168
C 8.093 -14.893 4.935
N 8.155 -15.904 5.586
H 8.636 -12.890 4.686
H 7.047 -13.260 4.034
H 8.469 -13.842 3.177
C 11.140 -22.792 6.719
C 10.896 -21.339 6.472
N 10.727 -20.199 6.320
H 10.207 -23.348 6.807
H 11.708 -22.975 7.631
H 11.776 -23.227 5.947
C 6.887 -22.967 6.616
C 7.592 -22.032 5.647
N 8.130 -21.312 4.911
H 7.617 -23.571 7.156
H 6.340 -23.665 5.983
H 6.134 -22.484 7.239
C 3.595 -18.941 6.891
C 3.270 -20.065 7.790
N 2.953 -20.952 8.463
H 4.381 -18.287 7.269
H 2.701 -18.373 6.631
H 3.906 -19.442 5.974
C 6.047 -21.204 1.928
Cl 6.312 -22.956 2.156
Cl 4.451 -20.817 2.608
Cl 5.972 -20.778 0.232
H 6.862 -20.633 2.373
C 10.363 -15.338 8.529
Cl 11.008 -14.280 7.336
Cl 9.670 -14.361 9.862
Cl 11.661 -16.294 9.257
H 9.626 -16.031 8.122
C 5.568 -15.542 7.709
Cl 4.199 -15.646 8.948
Cl 6.968 -14.722 8.392
Cl 5.057 -14.780 6.199
H 5.806 -16.569 7.434
C 3.456 -18.319 11.288
Cl 2.027 -17.347 11.058
Cl 3.047 -19.989 11.815
Cl 4.572 -17.524 12.376
H 3.988 -18.381 10.339
C 8.855 -21.095 14.519
Cl 9.714 -19.905 15.455
Cl 9.808 -21.807 13.174
Cl 7.527 -20.227 13.733
H 8.518 -21.824 15.256
C 9.280 -16.740 13.001
Cl 10.797 -15.973 12.577
Cl 8.442 -16.990 11.491
Cl 8.338 -15.722 14.133
H 9.449 -17.720 13.448
*
```

=====

Entry from the OMol25 dataset: a molecular structure, C62H44N7O2SZr (the ωB97M-V functional and the def2-TZVPD basis).

Results
- LUMO energy (eV) = -4.25
- ΔE to the lowest compared entry with this formula, charge and spin (kJ/mol) = 121.8
- molar mass (g/mol) = 1042.372
- orbital gap (eV) = 5.57
- F_max (eV Å⁻¹) = 1.7
- electronic energy (eV) = -91649.824

```
! wB97M-V def2-TZVPD RIJCOSX def2/J DEFGRID3
* xyz 1 1
Zr 0.102 -0.072 0.021
C 1.173 1.911 -7.586
C 0.853 2.934 -6.709
C 0.717 2.678 -5.356
C 0.909 1.391 -4.854
C 1.224 0.371 -5.750
C 1.351 0.626 -7.102
C 0.768 1.097 -3.414
C 1.782 0.379 -2.764
C 2.990 -0.076 -3.401
C 3.633 -0.875 -2.513
C 2.877 -0.823 -1.297
C 3.408 -1.235 -0.071
C 4.660 -2.044 -0.062
C 4.627 -3.419 0.136
C 5.802 -4.153 0.153
C 7.020 -3.519 -0.020
C 7.061 -2.147 -0.213
C 5.889 -1.412 -0.237
C 3.006 -0.627 1.123
N 1.874 0.124 1.308
C 2.041 0.766 2.511
C 1.079 1.543 3.172
C 1.353 1.961 4.560
C 1.796 1.026 5.496
C 2.040 1.387 6.806
C 1.853 2.697 7.213
C 1.413 3.637 6.296
C 1.165 3.276 4.984
C -0.171 1.849 2.612
C -1.260 2.466 3.315
C -2.293 2.566 2.440
C -1.834 2.029 1.195
N -0.548 1.569 1.327
C -2.533 2.129 -0.010
C -1.941 1.875 -1.248
C -2.519 2.240 -2.507
C -1.570 2.014 -3.452
C -0.419 1.486 -2.775
N -0.673 1.382 -1.435
C -3.907 2.686 0.008
C -4.127 4.044 -0.204
C -5.417 4.546 -0.207
C -6.496 3.699 -0.005
C -6.280 2.348 0.215
C -4.991 1.845 0.227
C 3.333 0.443 3.058
C 3.904 -0.466 2.230
N 1.745 -0.069 -1.465
H 1.285 2.114 -8.638
H 0.722 3.941 -7.076
H 0.486 3.484 -4.675
H 1.365 -0.629 -5.376
H 1.597 -0.184 -7.772
H 3.321 0.198 -4.382
H 4.564 -1.396 -2.626
H 3.684 -3.925 0.274
H 5.759 -5.221 0.310
H 7.933 -4.095 -0.002
H 8.008 -1.646 -0.342
H 5.921 -0.343 -0.391
H 1.947 0.003 5.194
H 2.379 0.637 7.505
H 2.047 2.980 8.235
H 1.274 4.664 6.600
H 0.853 4.024 4.272
H -1.233 2.764 4.344
H -3.267 2.984 2.596
H -3.508 2.631 -2.631
H -1.646 2.154 -4.511
H -3.281 4.697 -0.364
H -5.581 5.602 -0.368
H -7.503 4.089 -0.017
H -7.114 1.682 0.377
H -4.824 0.793 0.396
H 3.766 0.873 3.940
H 4.868 -0.932 2.310
O -6.398 -2.883 1.232
C -5.979 -2.723 0.103
O -6.263 -3.122 -1.011
C -4.613 -1.839 0.077
C -3.929 -1.633 -1.111
C -2.625 -1.150 -1.073
N -1.982 -0.868 0.078
C -2.649 -1.085 1.231
C -3.934 -1.615 1.265
C -1.920 -0.894 2.481
C -2.605 -0.679 3.681
C -1.920 -0.793 4.873
C -0.570 -1.121 4.823
C 0.050 -1.199 3.586
N -0.587 -1.074 2.421
C -1.850 -1.156 -2.312
C -2.477 -0.981 -3.549
C -1.824 -1.392 -4.690
C -0.565 -1.964 -4.556
C 0.039 -1.950 -3.309
N -0.565 -1.541 -2.193
H -4.421 -1.906 -2.032
H -4.433 -1.888 2.183
H -3.655 -0.440 3.667
H -2.424 -0.660 5.819
H -0.019 -1.304 5.731
H 1.114 -1.387 3.527
H -3.470 -0.564 -3.592
H -2.300 -1.307 -5.654
H -0.074 -2.409 -5.406
H 1.050 -2.316 -3.196
C 1.151 -3.954 -0.923
S 0.347 -3.035 0.428
C 1.393 -3.608 1.809
H 2.047 -3.433 -1.245
H 0.438 -4.013 -1.736
H 1.389 -4.958 -0.587
H 1.656 -4.646 1.637
H 0.799 -3.539 2.714
H 2.289 -3.001 1.889
*
```

=====

| no. | HOMO energy (eV) |
| --- | --- |
| 1 | -8.10 |
| 2 | -11.43 |
| 3 | -9.69 |
| 4 | -9.82 |